Entry 1:
Molecular formula: C31H27CrN9O2SSe2
Method: DFT, ωB97M-V/def2-TZVPD

Each line ends with the Mulliken spin population.
Cartesian coordinates (Å):
Cr  -0.2658  -0.0715  -0.1978  2.256
Se  -5.6380  0.0095  5.2419  0.183
N  -3.8326  -0.1517  5.2967  0.223
C  -3.4404  -0.1271  4.0357  -0.038
C  -2.0533  -0.2326  3.6402  0.089
C  -1.0131  -0.4393  4.5533  -0.023
C  0.2757  -0.5419  4.0971  0.045
C  0.5340  -0.4093  2.7262  0.012
N  -0.4119  -0.1791  1.8345  -0.082
C  -1.7105  -0.1365  2.2763  0.059
C  -2.7121  -0.0113  1.2851  0.072
N  -2.2780  0.0436  -0.0128  -0.096
C  -3.1893  0.1234  -0.9678  0.022
C  -4.5683  0.1725  -0.7081  0.055
C  -5.0110  0.1336  0.5886  -0.027
C  -4.0827  0.0451  1.6346  0.100
C  -4.4624  0.0138  3.0219  -0.013
N  -5.7200  0.1076  3.4348  0.265
H  -1.2521  -0.5288  5.6065  0.011
H  1.1027  -0.7303  4.7689  0.005
H  1.5433  -0.4966  2.3481  -0.011
H  -2.8235  0.1518  -1.9866  -0.009
H  -5.2604  0.2244  -1.5384  0.008
H  -6.0673  0.1639  0.8297  0.015
N  0.4722  -8.3037  -2.4810  0.000
C  0.1105  -7.1161  -1.8319  0.000
C  -1.2243  -6.7069  -1.8016  0.000
C  -1.5859  -5.5473  -1.1399  -0.001
C  -0.6177  -4.8040  -0.4849  -0.001
C  0.7109  -5.2016  -0.4964  -0.001
C  1.0737  -6.3557  -1.1670  0.000
S  -1.0531  -3.3084  0.3272  0.003
O  -0.3501  -3.3019  1.5807  0.001
O  -2.4930  -3.2315  0.3263  0.002
N  -0.4095  -2.0951  -0.5421  -0.050
C  -0.5772  -1.9236  -1.8727  -0.001
N  -0.8480  -2.8620  -2.7867  0.007
C  -0.8573  -2.4757  -4.0547  -0.018
C  -0.6029  -1.1746  -4.4572  0.012
C  -0.3800  -0.2526  -3.4494  -0.018
N  -0.3972  -0.5919  -2.1737  -0.027
H  -0.1584  -8.5980  -3.2076  0.000
H  1.4353  -8.3530  -2.7678  0.000
H  -1.9756  -7.3031  -2.3100  0.000
H  -2.6123  -5.2031  -1.1195  0.000
H  1.4503  -4.6024  0.0235  0.000
H  2.1103  -6.6779  -1.1794  0.000
H  -1.0702  -3.2560  -4.7810  -0.003
H  -0.5931  -0.8828  -5.4968  0.001
H  -0.1885  0.7916  -3.6714  -0.005
C  -1.3258  2.8275  0.5288  0.023
N  -0.1214  2.2668  -0.1116  -0.051
C  -0.1717  2.6215  -1.5385  0.001
C  1.0732  2.9129  0.5191  -0.001
C  2.0688  2.1218  1.3375  -0.004
C  2.3816  2.6313  2.5976  0.000
C  3.3921  2.0910  3.3782  -0.002
C  4.1257  1.0219  2.8806  0.001
C  3.8113  0.4891  1.6371  -0.001
C  2.7693  1.0066  0.8578  0.012
H  -1.3169  3.9248  0.4765  0.000
H  -1.3646  2.5245  1.5747  0.001
H  -2.2210  2.4669  0.0304  0.004
H  -0.2150  3.7119  -1.6733  0.004
H  -1.0674  2.1813  -1.9829  -0.001
H  0.7106  2.2225  -2.0344  -0.002
H  0.7023  3.7006  1.1751  0.002
H  1.6334  3.4113  -0.2759  -0.003
H  1.8084  3.4714  2.9805  0.000
H  3.5998  2.4996  4.3604  0.000
H  4.9301  0.5893  3.4652  0.000
H  4.3511  -0.3697  1.2552  -0.001
Se  2.2389  0.0911  -0.7264  -0.004

**F_max**: 1.4 eV Å⁻¹
**Charge**: -1
**Spin multiplicity**: 4
**Orbital gap (spin up / spin down)**: 4.53 / 5.80 eV
**Energy**: -8086.465292 hartree

Entry 2:
Molecular formula: C3H7NO3
Method: DFT, ωB97M-V/def2-TZVPD

Each line ends with the Mulliken charge.
Cartesian coordinates (Å):
C  -0.5549  0.5955  -1.0821  -1.040
C  0.0206  0.6800  0.4585  0.606
O  0.0261  2.0147  0.7790  -0.533
O  1.3054  0.1458  0.4314  -0.442
O  -0.7657  0.0018  1.3507  -0.555
H  -0.0239  1.3833  -1.6175  0.328
H  -1.6050  0.8584  -1.0031  0.272
H  -0.4373  -0.3037  -1.6804  0.332
H  -0.2714  2.1187  1.6924  0.336
H  1.8613  0.5556  1.1025  0.281
H  -0.8857  -0.9481  1.0581  0.406
C  0.4378  -2.3327  -0.5415  0.176
N  -0.3829  -2.5432  0.2317  -0.496
H  1.2755  -2.2261  -1.1797  0.329

**F_max**: 3.3 eV Å⁻¹
**Charge**: 0
**Spin multiplicity**: 1
**Orbital gap**: 11.38 eV
**Energy**: -398.958548 hartree
**Structure (SMILES)**: CC(O)(O)O.C#N

Entry 3:
Molecular formula: H6N2OSi
Method: DFT, ωB97M-V/def2-TZVPD

Each line ends with the Mulliken charge.
Cartesian coordinates (Å):
N  2.1846  0.1714  0.0678  -0.406
O  0.6684  0.0715  0.3181  -0.234
Si  -0.5978  0.2329  -0.7503  0.396
N  -1.7902  -0.1949  0.4775  -0.500
H  2.4424  0.6414  0.9446  0.265
H  2.4357  -0.7655  -0.0686  0.249
H  -0.8340  1.3890  -1.6298  -0.119
H  -0.7420  -0.9838  -1.5080  -0.118
H  -1.4446  -0.9665  1.0336  0.240
H  -2.3225  0.4045  1.1150  0.228

**F_max**: 4.1 eV Å⁻¹
**Charge**: 0
**Spin multiplicity**: 1
**Orbital gap**: 10.29 eV
**Energy**: -477.801016 hartree
**Structure (SMILES)**: NO[SiH2]N

Entry 4:
Molecular formula: C6H32NO11
Method: DFT, ωB97M-V/def2-TZVPD

Each line ends with the Mulliken spin population.
Cartesian coordinates (Å):
O  -4.7053  -0.1609  1.4308  0.015
C  -3.6388  -0.6286  1.7060  0.026
C  -2.7041  -1.0333  0.5086  0.091
C  -1.7897  -2.2447  0.6722  -0.024
C  -0.4773  -2.3768  -0.1802  0.150
C  0.0391  -3.3733  -2.3496  -0.038
C  -0.6670  -2.4801  -1.6636  0.059
N  -1.9903  0.2940  0.2599  0.578
H  -3.0440  -0.7402  2.6216  0.013
H  -3.3206  -1.2410  -0.4230  0.007
H  -2.3988  -3.1039  0.4316  0.001
H  -1.4515  -2.2665  1.7184  -0.008
H  0.1839  -1.5221  -0.0060  0.022
H  0.0606  -3.2358  0.2424  0.047
H  -0.0639  -3.7577  -3.3609  -0.028
H  0.7552  -3.9741  -1.7778  -0.008
H  -1.4568  -1.8694  -2.0714  0.027
H  -2.4110  1.0904  0.7451  -0.054
H  -2.0356  0.5097  -0.7507  -0.120
H  -0.9622  0.2437  0.5275  -0.081
H  -2.1300  1.2017  -3.9604  -0.013
H  -1.9757  -0.3982  -3.8842  0.067
O  -2.2275  0.4087  -3.4154  0.031
H  1.3506  0.5864  1.2312  -0.041
H  0.3103  1.6224  0.7783  0.125
O  0.4086  0.8350  1.3378  -0.010
H  5.0328  -1.7728  1.4587  0.009
H  4.2191  -2.8165  1.0617  0.009
O  4.6003  -2.0301  0.6128  -0.115
H  -1.7555  1.1336  4.0981  0.029
H  -0.7621  1.1392  2.9248  -0.019
O  -1.6556  0.8578  3.1827  -0.056
H  0.8416  -0.0427  -2.7212  0.022
H  -0.7913  0.1138  -2.5442  0.191
O  0.1009  0.1398  -2.1345  -0.147
H  3.0209  0.3324  -0.3956  0.166
H  3.4930  -0.8117  0.5225  0.075
O  2.8874  -0.0210  0.5371  -0.444
H  3.3505  2.0429  -1.6332  -0.001
H  1.9070  1.2881  -1.5225  0.111
O  2.8498  1.2312  -1.7623  0.041
H  -1.0469  3.1789  -0.0462  0.130
H  -2.5084  3.6619  -0.2145  -0.017
O  -1.9640  2.8688  -0.1412  0.027
H  1.3466  4.4825  1.3307  -0.005
H  1.8128  3.0952  1.0990  0.089
O  0.9915  3.6362  1.0065  -0.046
H  3.1135  1.3074  1.4602  0.124
H  4.0675  2.3960  1.5352  0.005
O  3.1906  2.2040  1.9175  -0.011

**F_max**: 2.9 eV Å⁻¹
**Charge**: 0
**Spin multiplicity**: 2
**Orbital gap (spin up / spin down)**: 2.35 / 9.67 eV
**Energy**: -1130.031355 hartree

Entry 5:
Molecular formula: C26H21Cl2FN8O2PbS3
Method: DFT, ωB97M-V/def2-TZVPD

Each line ends with the Mulliken charge.
Cartesian coordinates (Å):
Pb  0.2868  0.8344  0.3744  1.623
S  0.7864  -2.5434  2.5448  0.075
C  -0.8112  -3.1407  2.5364  -0.041
S  -0.9965  -1.4678  2.9198  -0.033
C  -1.5575  -4.2144  2.2292  0.822
C  -2.9826  -4.1973  2.2416  0.032
N  -4.1325  -4.2161  2.2319  -0.472
C  -0.9356  -5.4269  1.8081  0.022
N  -0.4621  -6.4033  1.4260  -0.498
Cl  6.7988  1.8129  4.4145  -0.243
C  5.3208  1.1805  3.7585  0.176
C  5.2836  -0.1508  3.3339  -0.631
C  4.1281  -0.6612  2.8061  0.633
Cl  4.1005  -2.3308  2.3322  -0.197
C  2.9288  0.1113  2.6407  -0.545
O  1.8780  -0.3817  2.0913  -0.448
C  3.0032  1.4447  3.1607  1.178
C  1.8484  2.2969  3.2263  -0.502
O  0.7071  2.0494  2.8562  -0.603
C  4.2013  1.9578  3.6835  -1.021
H  6.1671  -0.7676  3.4205  0.447
H  2.0377  3.2673  3.7209  0.289
H  4.2209  2.9822  4.0344  0.386
F  1.7393  2.3859  -0.0280  -0.790
C  2.6643  -1.8552  -0.9057  -0.784
C  1.2671  -2.3505  -0.9790  0.022
N  0.2049  -1.7092  -0.5438  0.861
C  -0.8818  -2.4997  -0.8330  -0.922
C  -0.4684  -3.6475  -1.4350  -0.716
N  0.8986  -3.5351  -1.5270  -0.020
H  2.7514  -1.2119  -0.0340  -0.263
H  2.9069  -1.2603  -1.7900  0.252
H  3.3724  -2.6776  -0.8249  0.485
H  -1.8841  -2.1863  -0.5877  0.532
H  -1.0038  -4.5142  -1.7789  0.500
H  1.5151  -4.2227  -1.9231  0.196
C  -0.4660  0.1495  -5.6251  -0.881
N  0.1031  0.5873  -4.3680  0.178
C  1.1320  1.4832  -4.1992  -0.449
C  1.3294  1.5923  -2.8542  -0.914
N  0.4379  0.7809  -2.2043  0.534
C  -0.2766  0.1887  -3.1373  -0.985
H  -0.2152  0.8641  -6.4047  0.312
H  -1.5495  0.0874  -5.5417  0.337
H  -0.0785  -0.8290  -5.9099  0.316
H  1.6161  1.9610  -5.0324  0.428
H  2.0264  2.1960  -2.2964  0.551
H  -1.0662  -0.5244  -2.9595  0.630
N  -2.2128  1.6735  3.1474  -0.240
C  -2.7921  1.9706  1.9732  0.336
N  -2.2506  1.8278  0.7980  0.041
C  -3.1207  2.2181  -0.2088  -0.978
C  -2.8547  2.1979  -1.5741  0.037
C  -3.8351  2.6123  -2.4587  -0.687
C  -5.0756  3.0551  -2.0077  -0.432
C  -5.3617  3.0773  -0.6529  -0.587
C  -4.3818  2.6545  0.2293  0.871
S  -4.4572  2.5703  1.9658  -0.304
H  -1.1972  1.6586  3.1734  0.155
H  -2.6867  1.9424  3.9908  0.270
H  -1.8853  1.8648  -1.9148  0.482
H  -3.6383  2.5893  -3.5230  0.417
H  -5.8226  3.3826  -2.7180  0.379
H  -6.3220  3.4168  -0.2888  0.382

**F_max**: 0.9 eV Å⁻¹
**Charge**: 0
**Spin multiplicity**: 1
**Orbital gap**: 7.13 eV
**Energy**: -3999.624763 hartree

Entry 6:
Molecular formula: C4H12ClN2
Method: DFT, ωB97M-V/def2-TZVPD

Each line ends with the Mulliken charge.
Cartesian coordinates (Å):
C  2.8388  -1.1992  0.2624  -0.762
C  -1.0467  0.8192  -1.3368  -1.031
C  -2.0389  0.8388  0.9666  -0.832
C  -0.5589  -1.0657  0.1323  -0.469
N  1.9483  -0.3323  -0.4979  -0.140
N  -0.8880  0.3579  0.1008  0.093
Cl  2.2101  1.3165  -0.0303  -0.078
H  3.1383  -0.8425  1.2643  0.343
H  2.5077  -2.1489  0.0646  0.383
H  3.7783  -1.2654  -0.4683  0.305
H  -0.2293  0.4361  -1.8330  0.450
H  -2.0668  0.4882  -1.5726  0.449
H  -0.8978  1.9271  -1.4093  0.353
H  -2.8626  1.0628  0.3299  0.307
H  -2.1642  0.1976  1.7419  0.371
H  -1.7542  1.7513  1.3338  0.407
H  -0.8553  -1.4889  1.1087  0.315
H  -1.0432  -1.6442  -0.6027  0.362
H  -0.0158  0.7915  0.4457  0.171

**F_max**: 4.4 eV Å⁻¹
**Charge**: +1
**Spin multiplicity**: 1
**Orbital gap (spin up / spin down)**: 9.27 / 8.59 eV
**Energy**: -728.853827 hartree